P.
{
  "formula": "C20H20N2O5",
  "method": "ωB97M-V/def2-TZVPD",
  "smiles": "COc1ccc(C2=NO[C@H](C(=O)Nc3ccc(C(C)=O)cc3)C2)cc1OC",
  "e_homo_ev": -8.1,
  "orbital_gap_ev": 8.3,
  "total_charge": 0,
  "e_lumo_ev": 0.3,
  "species": ["C", "O", "C", "C", "C", "C", "C", "N", "O", "C", "C", "O", "N", "C", "C", "C", "C", "C", "C", "O", "C", "C", "C", "C", "C", "O", "C", "H", "H", "H", "H", "H", "H", "H", "H", "H", "H", "H", "H", "H", "H", "H", "H", "H", "H", "H", "H"],
  "xyz": [[2.7598, 2.0215, -6.7533], [1.9673, 0.9170, -6.3762], [1.9047, 0.4774, -5.0951], [1.0608, -0.6208, -4.9160], [0.8706, -1.2034, -3.6856], [1.5351, -0.6941, -2.5709], [1.3487, -1.2919, -1.2690], [0.5783, -2.2909, -1.0738], [0.5839, -2.6736, 0.2441], [1.3591, -1.7455, 1.0198], [0.4626, -0.9407, 1.9805], [0.8460, 0.1032, 2.4601], [-0.7288, -1.5425, 2.1969], [-1.7888, -1.1368, 3.0037], [-2.9483, -1.9141, 2.9964], [-4.0210, -1.5597, 3.7813], [-3.9740, -0.4244, 4.5951], [-5.1706, -0.1084, 5.4117], [-5.1129, 1.1357, 6.2652], [-6.1528, -0.8182, 5.3937], [-2.8111, 0.3451, 4.5955], [-1.7294, -0.0032, 3.8119], [2.0405, -0.8314, -0.0033], [2.3827, 0.4028, -2.7352], [2.5800, 0.9978, -3.9714], [3.4085, 2.0775, -4.1527], [4.0759, 2.6176, -3.0395], [3.8192, 1.8443, -6.5589], [2.4469, 2.9358, -6.2457], [2.6000, 2.1286, -7.8261], [0.5577, -0.9975, -5.7922], [0.2161, -2.0501, -3.5641], [2.0652, -2.3226, 1.6266], [-0.8866, -2.3833, 1.6484], [-2.9970, -2.7935, 2.3701], [-4.9234, -2.1525, 3.7843], [-4.3015, 1.0580, 6.9855], [-4.9447, 2.0109, 5.6416], [-6.0546, 1.2478, 6.7964], [-2.7361, 1.2274, 5.2110], [-0.8352, 0.5974, 3.8179], [3.1177, -0.9915, -0.0669], [1.8498, 0.2175, 0.2287], [2.8955, 0.7952, -1.8729], [4.7588, 1.8924, -2.5853], [4.6520, 3.4560, -3.4287], [3.3734, 2.9835, -2.2839]],
  "lowdin_charge": [-0.070, -0.061, -0.193, 0.012, -0.020, -0.173, -0.228, 0.130, -0.103, -0.189, -0.408, 0.085, 0.151, -0.204, -0.006, -0.007, -0.164, -0.410, -0.019, 0.079, -0.016, 0.004, -0.036, 0.040, -0.179, -0.115, -0.078, 0.095, 0.095, 0.094, 0.123, 0.112, 0.163, 0.144, 0.115, 0.119, 0.087, 0.087, 0.083, 0.108, 0.101, 0.132, 0.124, 0.100, 0.098, 0.097, 0.099]
}

Q.
{
  "formula": "C20H20N2O5",
  "method": "ωB97M-V/def2-TZVPD",
  "smiles": "CC(C)c1ccc(NC(=O)COC(=O)/C=C/c2cccc([N+](=O)[O-])c2)cc1",
  "e_homo_ev": -8.5,
  "orbital_gap_ev": 7.4,
  "total_charge": 0,
  "e_lumo_ev": -1.1,
  "species": ["C", "C", "C", "C", "C", "C", "C", "N", "C", "O", "C", "O", "C", "O", "C", "C", "C", "C", "C", "C", "C", "N", "O", "O", "C", "C", "C", "H", "H", "H", "H", "H", "H", "H", "H", "H", "H", "H", "H", "H", "H", "H", "H", "H", "H", "H", "H"],
  "xyz": [[-7.0562, -2.9224, 1.5806], [-6.5769, -2.7618, 0.1363], [-7.7548, -2.4749, -0.7974], [-5.5361, -1.6747, 0.0352], [-5.8286, -0.3581, 0.3719], [-4.8782, 0.6404, 0.2818], [-3.5943, 0.3337, -0.1550], [-2.5784, 1.2918, -0.2693], [-2.6183, 2.6153, -0.0015], [-3.5768, 3.2444, 0.3828], [-1.2771, 3.3254, -0.2398], [-0.2505, 2.4608, -0.7034], [0.8214, 2.2720, 0.0985], [0.9539, 2.7900, 1.1768], [1.7785, 1.3547, -0.5386], [2.9094, 1.0185, 0.0925], [3.9535, 0.1355, -0.3932], [3.9638, -0.3933, -1.6890], [4.9788, -1.2330, -2.1112], [6.0107, -1.5705, -1.2534], [6.0071, -1.0464, 0.0335], [7.0809, -1.3894, 0.9407], [7.9477, -2.1268, 0.5265], [7.0444, -0.9183, 2.0555], [4.9989, -0.2011, 0.4674], [-3.2878, -0.9802, -0.4955], [-4.2496, -1.9668, -0.3998], [-6.2138, -3.1209, 2.2396], [-7.5553, -2.0203, 1.9249], [-7.7566, -3.7515, 1.6541], [-6.1157, -3.7054, -0.1768], [-8.2662, -1.5616, -0.5047], [-8.4694, -3.2944, -0.7635], [-7.4073, -2.3602, -1.8218], [-6.8187, -0.0979, 0.7137], [-5.1223, 1.6550, 0.5476], [-1.6937, 0.9360, -0.6107], [-1.4316, 4.1049, -0.9915], [-0.9666, 3.7961, 0.7003], [1.5025, 0.9964, -1.5178], [3.0658, 1.4393, 1.0786], [3.1728, -0.1372, -2.3756], [4.9675, -1.6273, -3.1155], [6.8133, -2.2240, -1.5580], [5.0342, 0.1857, 1.4752], [-2.2910, -1.2287, -0.8348], [-3.9932, -2.9820, -0.6679]],
  "lowdin_charge": [-0.066, -0.394, -0.067, -0.223, -0.022, 0.005, -0.215, 0.143, -0.437, 0.081, -0.055, -0.019, -0.481, 0.121, 0.023, -0.002, -0.192, -0.006, -0.049, 0.013, -0.138, -0.362, 0.087, 0.089, 0.062, -0.023, -0.032, 0.082, 0.074, 0.076, 0.129, 0.074, 0.076, 0.081, 0.113, 0.102, 0.138, 0.145, 0.136, 0.111, 0.129, 0.110, 0.111, 0.121, 0.129, 0.109, 0.111]
}

Stability ranking, top and bottom: P is the most stable and Q is the least stable.